Entry from OMol25: a molecular structure, C24H30FHgN2SSb2 (ωB97M-V/def2-TZVPD).

Each line ends with the Löwdin charge.
Cartesian coordinates (Å):
Hg1 0.193 -0.663 -2.886  0.638
C1 5.525 0.236 -0.885  -0.356
Sb1 3.491 -0.429 -1.093  1.242
C2 3.940 -1.853 -2.637  -0.367
C3 3.580 -1.909 0.504  -0.345
C4 3.420 -1.266 1.849  -0.300
C5 4.498 -0.570 2.399  -0.066
C6 4.402 0.092 3.611  -0.088
C7 3.205 0.061 4.310  -0.091
C8 2.137 -0.650 3.793  -0.064
C9 2.219 -1.325 2.574  -0.292
C10 1.026 -2.094 2.097  -0.342
Sb2 -0.153 -1.083 0.573  1.232
C11 -0.445 0.703 1.726  -0.325
C12 -1.977 -2.021 1.217  -0.331
H1 6.185 -0.613 -0.707  0.006
H2 5.610 0.948 -0.067  -0.010
H3 5.824 0.732 -1.808  -0.003
H4 4.844 -2.409 -2.391  0.004
H5 4.080 -1.336 -3.585  -0.003
H6 3.103 -2.543 -2.743  -0.020
H7 4.555 -2.392 0.412  0.066
H8 2.813 -2.653 0.296  0.038
H9 5.439 -0.561 1.860  0.099
H10 5.259 0.620 4.009  0.101
H11 3.108 0.575 5.258  0.100
H12 1.208 -0.697 4.351  0.108
H13 0.347 -2.271 2.931  0.054
H14 1.308 -3.065 1.686  0.054
H15 -0.836 0.458 2.714  0.007
H16 -1.142 1.360 1.206  -0.014
H17 0.510 1.217 1.836  0.003
H18 -2.014 -2.038 2.306  0.004
H19 -2.023 -3.043 0.840  0.005
H20 -2.837 -1.472 0.836  -0.026
F1 -1.323 5.398 -2.181  0.046
C13 -0.933 4.117 -2.373  -0.295
C14 -1.419 3.430 -3.467  -0.026
C15 -1.020 2.110 -3.650  -0.171
C16 -0.148 1.497 -2.756  -0.402
C17 0.334 2.226 -1.675  -0.189
C18 -0.059 3.546 -1.470  -0.023
H21 -2.095 3.923 -4.154  0.116
H22 -1.413 1.564 -4.500  0.088
H23 1.032 1.775 -0.978  0.033
H24 0.307 4.127 -0.633  0.116
N1 -6.465 0.659 1.238  0.090
C19 -6.533 -0.034 0.090  -0.848
S1 -7.938 -0.634 -0.512  0.673
C20 -5.228 -0.188 -0.614  -0.252
C21 -4.290 0.838 -0.634  -0.012
C22 -3.088 0.638 -1.298  -0.145
N2 -2.775 -0.503 -1.909  0.038
C23 -3.680 -1.481 -1.887  -0.139
C24 -4.914 -1.372 -1.268  -0.034
H25 -7.311 0.787 1.767  0.099
H26 -5.583 0.886 1.665  0.105
H27 -4.490 1.800 -0.178  0.117
H28 -2.345 1.426 -1.342  0.087
H29 -3.400 -2.399 -2.390  0.112
H30 -5.625 -2.185 -1.286  0.100

relative energy (zero: lowest compared OMol25 entry of this formula, charge and spin) = 0.0 kcal/mol
frontier orbital gap (spin up / spin down) = 0.238 / 0.271 Ha
net charge = 0
spin multiplicity = 2
E_LUMO (spin up / spin down) = -0.4 / -0.7 eV
expectation value of S² = 0.760
max |F| = 0.0021 hartree/bohr